Entry from the OMol25 dataset: a cluster of 6 separate species, C55H66BrN9O19P in total (ωB97M-V with the def2-TZVPD basis set).

```
151
Properties=species:S:1:pos:R:3:forces:R:3
C 3.728747 -0.315570 4.392224 -1.1007 0.4008 -0.2419
C 2.688501 -0.853310 3.271210 -0.7989 -1.3915 1.5739
C 2.290059 0.300982 2.267562 3.1016 0.4470 4.2364
N 1.571630 0.118286 0.937394 -1.5938 1.5257 1.5495
C 0.148198 0.456650 1.393014 -6.2363 1.9058 1.0117
C -0.753745 1.578566 0.857649 -0.5328 -0.9647 1.4544
C -2.198302 1.891665 1.390023 2.0684 -4.0567 2.6910
C -2.698874 0.958074 2.546767 4.6459 0.5221 -2.9458
C -1.605276 -0.101354 2.993048 -1.7878 1.7582 -0.9337
N -0.345533 -0.317697 2.482578 -1.0815 2.0927 -1.7372
C 1.666628 -1.258384 0.323704 1.5353 -3.3110 -2.3118
C 1.126514 -2.522700 1.107804 -2.1719 -1.7975 2.5353
C -0.432135 -2.991966 0.867353 -0.2864 -0.2100 -0.1924
C -0.911777 -3.949472 2.081421 0.6659 0.3403 -0.8082
C -2.417299 -4.461829 1.863602 0.2014 -0.4410 1.6519
O -2.791035 -4.640953 0.467109 -2.1896 1.5172 0.8927
C -4.116117 -4.087781 0.279327 -1.9821 -2.3146 -1.6126
O -5.042640 -4.747697 -0.226580 3.9297 2.6626 1.9142
C 1.006757 -1.527902 -1.109864 0.9270 -0.5010 -3.0102
O -0.319241 -0.999893 -1.363554 1.8174 0.2843 1.4582
N -1.021186 -1.810395 -2.214652 -2.9488 1.2072 0.3948
O -2.137200 -1.380329 -2.219734 1.5926 -1.4075 -0.8281
C 3.260543 -1.490492 -0.004865 0.7813 -0.0393 -1.2925
C 3.617680 -2.834170 -0.794400 1.4184 -0.9121 0.8237
C 4.840466 -3.554440 0.015501 -0.7734 -1.3921 -1.8382
O 6.100088 -2.904735 -0.253395 -1.3973 -0.0647 2.1315
C 6.611006 -2.163505 0.881209 1.7935 1.1207 0.0998
C 8.205997 -2.500798 0.954201 -1.3744 -0.3913 -0.7373
O 3.799186 -0.467001 -0.927129 -1.7622 0.7781 1.0808
C 3.730765 0.854373 -0.365762 1.5474 -0.1250 0.8755
C 4.374235 1.874604 -1.417750 1.5448 -0.1815 -0.5419
C 5.976007 1.565758 -1.392049 1.2435 -3.3496 -1.5168
O 6.485761 0.520426 -1.842519 -2.4233 4.3166 1.9478
Br 7.237872 2.914643 -0.615806 -1.2419 -0.7341 -0.4484
C 2.181059 1.228195 0.083183 0.7191 0.9636 -3.9044
C 1.589720 1.475884 -1.379142 -1.6653 -0.2764 -2.3224
P 2.344634 2.937570 0.883789 4.0678 5.8206 3.3253
N 3.854654 3.190252 1.445002 -2.0824 -1.2821 -0.2791
O 1.344770 3.354791 2.176874 -0.0102 -0.9403 -1.9142
O 2.172053 4.286102 -0.199993 -0.7886 -3.1365 0.6605
H 3.415865 0.759045 4.642642 0.6580 -1.4037 -0.1897
H 3.546199 -0.943976 5.340515 0.6215 0.9675 -1.5633
H 4.818435 -0.325134 4.052693 -1.5462 -0.0601 0.4946
H 3.121471 -1.819536 2.857559 -0.6006 1.4108 0.1214
H 1.742393 -1.162157 3.866378 1.5082 0.3935 -1.1303
H 3.324519 0.800095 2.229253 -1.6314 -0.3902 -1.2927
H 1.724151 1.024069 2.980121 0.5244 -1.1610 -1.9029
H -0.394914 2.300125 0.065422 -0.4467 -1.1269 1.0012
H -2.825694 2.740660 0.969097 1.1036 -1.3342 0.5447
H -3.726536 1.047981 3.024671 1.6791 -0.1625 -0.6633
H -1.966262 -0.767449 3.867117 1.0737 1.0357 -1.5866
H 1.694444 -3.517508 0.926679 -0.3309 2.1462 -0.1575
H 1.066149 -2.486374 2.249633 0.7830 0.6781 -1.6629
H -0.549904 -3.595783 -0.103391 0.2184 0.9270 1.4138
H -1.146724 -2.104777 0.788872 1.0366 -1.1401 0.1405
H -0.172321 -4.829070 2.137760 -1.2183 1.1362 -0.1174
H -0.790928 -3.374937 3.071706 -0.4793 -0.8675 -1.4032
H -2.553924 -5.494497 2.371322 0.2884 1.6935 -0.7959
H -3.160360 -3.761876 2.414988 1.2089 -0.8818 -1.0578
H -4.251488 -2.988007 0.603179 0.4821 -1.5739 -0.2691
H 1.657046 -1.207020 -2.017135 -0.7314 -0.0126 1.9276
H 0.943239 -2.663064 -1.345559 0.1701 1.8595 1.1679
H 3.930469 -1.438164 0.912509 -1.2236 -0.0640 -0.7957
H 2.802616 -3.614681 -0.897398 0.7718 1.1469 0.3083
H 4.045389 -2.659709 -1.855994 -0.8588 0.2124 1.8305
H 4.603995 -3.726799 1.119982 0.4107 0.5785 -1.3200
H 4.915917 -4.610844 -0.458530 -0.0319 1.6324 0.8083
H 6.105485 -2.391159 1.880496 0.4764 -0.0754 -1.4005
H 6.474638 -1.024486 0.700948 0.1888 -1.7088 0.1294
H 8.314387 -3.528721 1.453433 0.0729 1.6727 -0.5460
H 8.784560 -1.666146 1.471287 -0.7068 -1.3174 -0.6870
H 8.518143 -2.642969 -0.151645 -0.2730 0.4905 1.9095
H 4.474806 0.861089 0.500395 -1.4207 0.2579 -0.6256
H 4.074920 1.671830 -2.517611 0.3437 0.2382 1.9360
H 4.283217 2.978751 -1.169094 -0.1476 -1.6413 -0.1417
H 0.462615 1.326518 -1.520060 1.6071 0.0586 0.6227
H 1.760356 2.522801 -1.822589 -0.0184 -1.3148 1.4338
H 2.042983 0.817819 -2.220243 -0.5351 0.7352 1.9361
H 3.801696 3.407263 2.463127 0.2834 -0.2599 -1.0884
H 1.766311 4.107651 2.663532 -0.2371 -0.5913 -0.8768
H 3.059707 4.643721 -0.428600 -0.5106 -0.4572 0.6956
C -8.674805 1.330334 6.014032 -0.0454 0.0485 0.0713
C -8.244389 1.371438 4.690715 0.1492 0.1408 0.1884
C -7.116482 2.109224 4.347390 0.0132 -0.0571 -0.0943
C -6.422806 2.800210 5.340705 -0.6415 -0.4347 0.1645
C -6.853211 2.769196 6.666275 0.0493 0.0424 0.1353
C -7.983957 2.030777 6.999342 0.1023 0.0115 -0.3086
N -5.220128 3.557889 4.988936 0.3302 0.2972 0.1973
O -4.880476 3.578523 3.810146 -0.0153 -0.0375 0.3676
O -4.619195 4.123874 5.889094 -0.2934 -0.2888 -0.6188
H -9.552926 0.748216 6.278914 0.2242 0.0902 -0.0849
H -8.787655 0.824744 3.926795 0.0883 0.0799 0.0739
H -6.791960 2.132828 3.312711 0.0791 0.1316 0.1974
H -6.322401 3.307651 7.443994 0.0518 -0.0183 -0.2561
H -8.325777 1.997389 8.028479 0.0777 0.0307 -0.1219
C 6.506462 -1.155388 -4.476230 0.1347 0.0742 0.0252
C 7.388028 -1.715994 -5.396016 -0.3295 -0.0665 -0.0162
C 6.910670 -2.561398 -6.392709 0.0630 -0.0269 -0.0568
C 5.545248 -2.834940 -6.460980 0.3433 0.5112 0.5711
C 4.658688 -2.282589 -5.538211 -0.1404 0.0169 0.0453
C 5.145690 -1.440811 -4.543724 0.2082 -0.1398 -0.2284
N 5.034016 -3.703876 -7.523048 -0.2256 -0.3395 -0.3419
O 5.843164 -4.186399 -8.304786 -0.3197 0.3429 0.9594
O 3.827156 -3.895157 -7.571948 0.6353 0.0945 0.0094
H 6.881167 -0.491398 -3.702835 -0.0815 -0.2129 -0.1907
H 8.447894 -1.491227 -5.337696 -0.1339 -0.0589 -0.0415
H 7.607875 -2.991774 -7.103359 -0.2675 -0.0258 0.0023
H 3.595632 -2.494420 -5.581737 0.1893 -0.0940 -0.1957
H 4.463675 -1.002608 -3.821306 0.0649 -0.0534 -0.0446
C -2.783842 6.814293 3.018778 -0.0358 0.0051 0.0074
C -2.073322 5.916627 2.227325 0.1583 0.2553 0.1148
C -0.733308 6.151621 1.937469 -0.0071 -0.1034 -0.0517
C -0.112520 7.289504 2.450851 -0.8055 -0.1470 0.1711
C -0.820689 8.196244 3.237679 0.0338 0.0872 0.0659
C -2.161229 7.953922 3.519603 0.1189 -0.2149 -0.1707
N 1.305276 7.528823 2.170503 0.5826 0.3905 0.0223
O 1.893230 6.719874 1.459785 -0.2739 0.2275 0.4027
O 1.823595 8.517802 2.664172 -0.3162 -0.6249 -0.3365
H -3.828256 6.624043 3.247365 0.1441 -0.0039 -0.0240
H -2.564564 5.030916 1.838710 0.0632 0.1120 0.0657
H -0.190997 5.443945 1.319507 0.1013 0.2367 0.0873
H -0.346512 9.086335 3.636932 0.1054 -0.1945 -0.1496
H -2.720757 8.651689 4.133573 0.1143 -0.0638 -0.0788
C -14.966684 1.858087 5.019985 0.0241 -0.0203 0.0145
C -15.095662 1.553867 6.372140 0.1975 -0.0702 -0.1655
C -14.127860 0.783864 7.008421 -0.0206 -0.0024 0.1064
C -13.030477 0.326710 6.280179 -0.5801 0.4622 -0.3908
C -12.899572 0.621661 4.924114 0.0739 0.0109 -0.0713
C -13.873912 1.390007 4.295745 -0.0383 -0.0315 0.2580
N -11.996091 -0.463201 6.951814 0.1534 -0.3398 0.4641
O -12.153315 -0.718055 8.136152 0.1552 0.1568 -0.7311
O -11.028432 -0.820720 6.289049 -0.4479 0.1094 0.2760
H -15.721540 2.464189 4.528012 0.0910 -0.0881 0.0607
H -15.950347 1.920210 6.931165 0.1287 -0.0785 -0.0343
H -14.240220 0.553985 8.062328 0.1939 -0.0663 -0.1649
H -12.051532 0.265713 4.349210 -0.0697 -0.0461 0.2485
H -13.780313 1.627865 3.241321 0.0235 -0.0616 0.1316
C 5.234247 -4.381071 -11.128187 0.0635 -0.2335 -0.0912
C 4.398733 -3.275446 -11.257135 0.1581 -0.1436 -0.2590
C 4.086182 -2.781188 -12.519314 -0.0611 0.0800 0.0428
C 4.613584 -3.406330 -13.648333 0.1808 -0.2966 0.7662
C 5.456872 -4.509267 -13.526004 0.0698 -0.0871 -0.0684
C 5.766147 -4.994766 -12.259284 -0.2442 0.3191 -0.0720
N 4.266965 -2.904821 -14.980341 -0.1497 0.2259 -0.6057
O 3.539236 -1.923375 -15.048361 0.3810 -0.5044 0.0660
O 4.721207 -3.497615 -15.948632 -0.2190 0.3040 0.5263
H 5.470886 -4.767083 -10.141338 -0.1489 0.0880 -0.4860
H 3.987958 -2.800233 -10.371897 0.0087 -0.0474 -0.1180
H 3.433888 -1.919067 -12.605802 0.1076 -0.1487 -0.2151
H 5.875171 -4.998271 -14.399172 -0.1797 0.2181 0.0006
H 6.419340 -5.854621 -12.152855 -0.0793 0.1025 -0.0612
```
Forces are in eV/Å.

Results
DFT total energy	-189716.51617	eV
gap between HOMO and LUMO	0.267	Eh
largest force on an atom	7.8	eV/A
charge	+1